Below is a 11-piece molecular cluster, C30H89N7O11 overall at a distorted geometry, with properties calculated with ωB97M-V/def2-TZVPD.

XYZ file:
```
137
Properties=species:S:1:pos:R:3:forces:R:3:lowdin_charge:R:1
O -4.6721 2.9457 -1.3739 0.51 0.23 -0.12 -0.054
H -4.2662 3.7218 -0.9701 0.00 -0.12 0.03 0.050
H -3.9584 2.3011 -1.4322 -0.13 -0.05 0.10 0.055
O -4.8657 1.9195 1.7343 0.11 0.07 0.14 -0.056
H -5.3845 2.6045 2.1734 0.00 -0.08 -0.03 0.026
H -4.3428 1.5219 2.4395 -0.07 0.01 -0.02 0.042
O -9.3544 0.3928 -1.5458 0.18 0.16 0.08 -0.094
H -8.9065 1.2488 -1.4568 0.16 -0.01 -0.13 -0.018
H -8.8587 -0.1972 -0.9554 -0.25 -0.18 -0.08 -0.025
C -11.5798 7.6692 -0.4133 0.63 -0.48 -0.97 -0.095
C -12.5949 7.8782 0.6705 0.95 0.72 1.04 -0.338
O -13.7397 7.0843 0.4386 -0.27 0.53 -0.08 -0.065
H -10.5663 7.9351 -0.1210 -0.16 0.22 0.40 0.036
H -11.8003 8.2507 -1.3135 -0.19 0.15 0.17 0.081
H -11.4884 6.6466 -0.7944 -0.31 -0.17 0.44 0.067
H -12.7144 8.9705 0.7666 -0.96 -0.10 -0.58 0.112
H -12.2022 7.7181 1.6871 0.26 -0.82 -0.25 0.108
H -14.4548 7.4431 0.9740 -0.05 -0.15 -0.05 0.086
C -10.3978 0.5206 6.5690 0.28 0.55 0.54 -0.071
C -9.4786 -0.0090 5.4605 -0.72 0.09 1.84 -0.440
C -8.4879 1.1299 5.1314 -0.36 -0.61 -0.86 -0.202
O -9.1376 2.2982 4.6929 0.71 0.38 -0.21 -0.181
C -9.7394 2.2196 3.4208 -1.06 -0.48 0.03 -0.109
N -8.6825 -1.1083 5.9781 0.89 0.02 -0.45 0.046
H -11.1474 -0.1568 6.9830 -0.05 -0.28 -0.57 0.072
H -10.8781 1.4239 6.1891 -0.21 -0.08 0.15 0.074
H -9.8144 0.8111 7.4498 0.19 0.09 -0.18 0.081
H -10.2043 -0.2712 4.6816 0.65 -0.05 -0.66 0.121
H -7.7514 0.7977 4.3853 -0.10 -0.10 -0.19 0.119
H -7.9007 1.3642 6.0175 -0.29 0.08 0.21 0.128
H -10.0854 3.2132 3.1560 -0.01 0.04 0.07 0.084
H -10.5940 1.5345 3.4883 -0.21 0.19 -0.13 0.083
H -9.1684 1.8446 2.5632 0.77 0.05 0.43 0.079
H -9.1376 -1.9277 6.3488 -0.50 0.20 -0.12 0.072
H -8.0018 -1.3964 5.2836 -0.01 -0.16 0.04 0.042
C -12.7302 3.2727 -5.3649 0.27 0.33 -1.19 -0.067
C -14.0145 2.7769 -4.7146 0.34 0.30 0.25 -0.433
C -14.2775 3.3750 -3.3621 -0.83 0.58 0.84 -0.255
O -13.1978 3.1906 -2.4785 -0.26 0.23 -0.19 -0.187
C -13.4392 3.8232 -1.2234 0.00 -0.78 -0.61 -0.086
N -15.2198 3.0311 -5.5285 0.56 -0.62 0.35 0.042
H -12.8343 4.2693 -5.8128 -0.28 0.09 0.28 0.076
H -12.5241 2.6388 -6.2353 0.09 -0.09 0.09 0.072
H -11.8176 3.3241 -4.7726 -0.26 -0.30 0.46 0.064
H -13.8713 1.7048 -4.5567 -0.35 -0.07 -0.08 0.143
H -15.2179 2.9609 -2.9634 0.26 -0.58 0.08 0.121
H -14.5915 4.4328 -3.4056 0.63 0.23 -0.43 0.129
H -14.4321 3.5287 -0.8647 0.05 0.05 0.20 0.088
H -13.4098 4.9112 -1.3139 0.17 0.02 0.14 0.075
H -12.6689 3.4027 -0.5806 -0.06 0.43 0.30 0.080
H -15.3144 2.2628 -6.1794 -0.18 0.28 -0.28 0.068
H -15.0960 3.9003 -6.0314 -0.09 -0.08 -0.19 0.067
C -6.4916 10.1853 1.9784 1.23 -0.87 1.12 -0.039
C -7.7870 9.3968 2.2387 0.43 0.69 -0.83 -0.426
C -8.0683 8.9728 3.6587 -0.16 0.13 0.93 -0.224
O -7.0155 8.1464 4.1221 -0.49 -0.33 -0.35 -0.193
C -7.3527 7.5313 5.3434 0.61 0.66 0.87 -0.116
N -8.9314 10.1191 1.6987 -0.65 0.21 -0.18 0.038
H -6.1088 10.0589 0.9661 -0.35 -0.02 -0.11 0.046
H -5.7136 9.7433 2.6155 0.06 0.00 -0.13 0.079
H -6.4441 11.2495 2.2192 -0.72 0.02 0.06 0.079
H -7.6673 8.4557 1.6929 -0.18 0.06 -0.13 0.106
H -9.0247 8.4415 3.7543 0.03 -0.25 -0.61 0.116
H -8.2429 9.8060 4.3608 0.48 0.34 -0.18 0.131
H -6.6078 6.7780 5.5931 0.00 -0.08 -0.28 0.089
H -8.3504 7.0884 5.4111 -0.05 -0.02 -0.48 0.088
H -7.2821 8.3004 6.1269 -0.19 -0.14 0.14 0.088
H -8.7242 10.4027 0.7446 -0.01 -0.27 -0.06 0.069
H -9.0106 11.0160 2.1738 -0.05 -0.16 0.20 0.075
C -9.6967 3.7227 -0.5256 -0.47 -0.27 -0.02 -0.040
C -8.1939 3.9720 -0.5393 -0.52 0.91 -0.54 -0.435
C -7.5422 3.7600 0.7980 1.77 0.21 0.08 -0.217
O -8.1466 4.3947 1.9005 -0.58 -0.86 -0.02 -0.172
C -8.1340 5.7890 1.8767 -0.85 1.06 -0.66 -0.117
N -7.5433 3.1100 -1.5111 0.21 -0.43 0.86 0.072
H -10.0792 3.7008 -1.5498 0.03 0.17 -0.03 0.081
H -10.2974 4.4371 0.0421 0.32 0.27 -0.03 0.068
H -9.9701 2.7481 -0.1078 0.37 -0.10 0.02 0.078
H -7.9902 5.0320 -0.7847 -0.42 0.02 -0.13 0.120
H -6.4998 4.1352 0.7990 -0.02 0.27 -0.58 0.120
H -7.3255 2.6867 0.8903 -0.98 -0.07 0.82 0.116
H -7.1420 6.2510 1.8717 0.19 -0.29 0.62 0.092
H -8.8093 6.1348 2.6597 0.68 -0.09 0.64 0.094
H -8.6311 6.2923 1.0273 0.03 -0.76 -0.51 0.075
H -6.5386 3.1942 -1.3542 -0.32 -0.42 -0.54 0.034
H -7.7723 3.3226 -2.4756 0.02 0.32 0.19 0.041
C -4.8438 10.0914 -2.9903 -1.33 -1.32 -0.44 -0.059
C -5.2140 9.4333 -1.6319 1.75 1.71 -1.24 -0.432
C -6.3390 8.4504 -1.6646 0.25 -1.17 1.35 -0.254
O -7.4637 9.0829 -2.1947 0.29 -0.87 -1.18 -0.174
C -8.6379 8.2479 -2.1959 0.18 1.96 1.32 -0.058
N -3.9441 8.9136 -1.0884 -1.04 -0.50 0.98 0.039
H -4.6750 9.2785 -3.7071 0.24 0.11 -0.07 0.079
H -3.9315 10.6705 -2.9032 -0.09 0.29 0.05 0.067
H -5.6857 10.6571 -3.3953 0.23 0.29 0.07 0.072
H -5.5849 10.2993 -1.0712 0.26 -0.33 0.64 0.119
H -6.5113 8.0852 -0.6311 -0.24 0.62 0.22 0.119
H -6.0724 7.4593 -2.0773 -0.02 0.44 -1.09 0.124
H -9.0753 8.5821 -1.2515 -0.58 -0.85 0.02 0.060
H -8.4525 7.1782 -2.1990 0.07 -0.01 -0.19 0.066
H -9.3003 8.6181 -2.9746 0.13 -0.40 -0.29 0.098
H -3.7092 8.0056 -1.4672 -0.10 0.00 -0.13 0.066
H -3.1860 9.5389 -1.3023 0.07 0.11 -0.02 0.057
C -7.0338 1.3296 -4.4144 -0.42 0.54 0.49 -0.045
C -8.3912 1.8935 -4.8233 -0.18 1.54 -1.04 -0.435
C -8.3097 3.3413 -5.3434 0.42 -0.07 -0.14 -0.192
O -8.0173 4.1397 -4.2080 -0.78 0.40 0.09 -0.244
C -7.4056 5.3968 -4.4295 0.69 -0.99 -0.67 -0.076
N -8.9737 1.0366 -5.8783 -0.48 -0.64 0.90 0.035
H -6.4934 1.9243 -3.6756 -0.53 0.05 0.35 0.059
H -6.3205 1.3397 -5.2396 -0.41 -0.64 -0.38 0.083
H -7.2732 0.3603 -3.9770 0.69 -0.24 -0.14 0.077
H -9.1334 2.0274 -4.0273 0.53 -0.55 0.61 0.128
H -9.2654 3.6312 -5.7986 -0.08 0.06 0.14 0.117
H -7.5470 3.5034 -6.1164 0.14 -0.29 0.05 0.127
H -7.8014 5.9688 -5.2726 -0.46 -0.05 0.12 0.094
H -6.3678 5.1622 -4.6946 0.22 0.49 0.18 0.095
H -7.4640 5.9638 -3.5096 0.06 0.04 0.03 0.051
H -9.9684 1.2625 -5.9440 0.17 0.42 -0.31 0.059
H -9.0725 0.1410 -5.3861 0.38 -0.12 -0.53 0.074
C -6.6605 -0.8878 0.6960 -0.20 0.34 -0.31 -0.061
C -7.5510 -2.1044 1.0034 1.44 -0.12 -0.65 -0.417
C -8.1230 -2.0509 2.4204 0.05 1.57 -0.80 -0.213
O -7.0847 -2.1647 3.3689 -0.28 -0.87 0.19 -0.202
C -6.9190 -3.5236 3.7600 0.44 0.11 -0.23 -0.098
N -8.5793 -2.1188 -0.0346 -1.28 -0.55 0.02 0.035
H -5.6824 -0.8195 1.1713 -0.29 -0.21 0.55 0.070
H -7.2407 0.0191 0.8888 0.22 0.12 0.05 0.067
H -6.4168 -0.8807 -0.3702 -0.23 -0.07 -0.06 0.080
H -6.8448 -2.9403 0.9054 -0.44 -0.45 0.22 0.130
H -8.9863 -2.7062 2.5696 0.28 -0.43 0.19 0.128
H -8.5047 -1.0279 2.5308 -0.17 -0.07 0.12 0.118
H -5.9848 -3.6064 4.3125 -0.16 0.14 0.28 0.091
H -6.7991 -4.1863 2.8972 -0.20 0.06 -0.11 0.085
H -7.7755 -3.8532 4.3513 0.05 -0.09 0.13 0.086
H -8.3940 -2.7051 -0.8431 0.78 0.28 0.06 0.091
H -9.4523 -2.5460 0.2743 0.08 0.36 0.42 0.083
```
Forces are in eV/Å.

Summary:
Energy above the lowest of the compared OMol25 structures with the same formula, charge and spin ... 28.7 kcal/mol
LUMO ... 0.27 eV
Multiplicity ... 1
Total energy ... -2407.11570 Ha
E_HOMO ... -8.62 eV